Molecular formula: C23H52FeP4Se
Method: DFT, ωB97M-V/def2-TZVPD

Computed properties:
- ΔE to the lowest compared entry with this formula, charge and spin (kcal/mol) = 0.00
- multiplicity = 6
- net charge = +3
- expectation value of S² = 8.821
- E (eV) = -161554.6881
- orbital gap (spin up / spin down) (eV) = 7.4 / 3.8
- molecular weight (g mol⁻¹) = 587.4
- highest occupied orbital energy (spin up / spin down) (eV) = -15.6 / -16.1
- E_LUMO (spin up / spin down) (eV) = -8.164 / -12.265

Structure (XYZ):
```
81
Properties=species:S:1:pos:R:3:mulliken_spin:R:1
H 1.411 -0.754 5.727 0.000
C -4.304 1.418 -4.238 0.058
H 1.312 3.196 1.351 0.003
H 0.258 -3.013 -0.007 -0.001
H -3.500 1.711 2.154 0.009
P -0.263 -0.827 3.099 -0.144
H -1.840 -2.472 3.809 0.000
C -0.766 -3.198 0.342 0.016
H -2.325 -1.060 -2.293 -0.035
C 2.801 0.777 -4.153 0.003
H -3.412 -3.491 -0.445 0.002
C 0.700 2.643 2.074 0.008
H 2.810 1.850 -4.365 0.000
H -5.736 0.532 -0.729 0.007
H -1.176 -4.048 -0.218 -0.001
H -2.894 3.662 1.388 -0.001
C 1.208 0.260 5.362 0.001
H -1.735 -2.745 -2.175 0.005
C -5.346 0.785 -1.712 0.067
P 1.851 0.441 -2.678 -0.020
H -2.753 0.094 3.963 0.001
C 2.582 1.408 -1.345 -0.016
C -3.329 0.662 1.851 -0.101
C -3.481 -2.515 0.056 0.018
H 2.372 0.252 -5.006 0.000
H 3.669 1.276 -1.367 0.001
H 2.101 -2.409 4.007 0.000
C 2.486 -1.716 3.255 0.009
H 2.078 0.614 4.792 0.000
H 0.794 -3.619 3.033 0.000
C -2.906 -0.293 2.935 -0.002
H 1.421 -1.933 -2.694 0.000
H 0.516 3.275 2.955 0.002
H -3.366 -1.290 3.006 -0.005
C -3.981 0.992 -1.859 -0.040
H -7.274 0.719 -2.705 -0.002
H -0.951 0.120 5.187 -0.003
C -5.669 1.225 -4.079 -0.004
H -0.395 3.977 -0.301 0.003
H 3.211 -2.267 2.639 -0.001
H -3.821 -2.665 1.090 -0.002
C -0.082 0.337 4.547 0.011
C -3.420 1.258 -3.136 0.270
H 1.244 1.742 2.382 -0.007
C -1.946 3.597 1.937 0.015
C 2.150 -1.272 -2.219 0.000
H -0.739 -3.450 1.407 -0.002
Se -1.621 1.439 -3.461 1.409
H 1.098 0.914 6.237 0.000
H -4.208 -1.883 -0.473 0.000
C -0.761 -2.375 4.000 0.020
H -2.181 3.458 3.000 0.000
P -0.915 2.186 1.288 0.138
H 0.309 -4.135 4.658 0.000
H -3.870 1.675 -5.208 -0.014
H -0.679 -2.118 5.071 0.000
H 0.192 2.385 -0.883 -0.081
H 3.832 0.429 -3.994 0.001
Fe -1.611 0.016 1.570 2.662
C -1.601 -1.720 -1.794 0.140
H -3.302 0.954 -1.004 0.055
H 2.099 -1.393 -1.131 0.001
C -0.638 2.907 -0.389 0.137
H 3.153 -1.548 -2.553 0.001
H -0.768 -4.437 3.295 0.000
H -1.407 4.549 1.817 0.001
H 1.748 -0.199 1.898 0.006
P -1.813 -1.701 0.049 0.221
H 1.227 -1.825 1.490 -0.019
C 1.397 -1.144 2.343 0.051
H -1.528 2.787 -1.028 -0.010
H -0.245 1.360 4.171 -0.012
H 2.357 2.472 -1.454 0.001
H 2.221 1.061 -0.368 0.012
C -0.060 -3.710 3.715 -0.003
H 0.422 0.744 -2.953 0.033
H -0.600 -1.366 -2.068 -0.080
H -3.958 0.299 1.025 0.019
H -6.303 1.354 -4.955 0.004
C -6.205 0.884 -2.825 0.181
H 3.040 -0.917 3.767 -0.001
```